ORCA calculation (wB97M-V/def2-TZVPD) on a molecular structure, C3H4OS in a non-equilibrium geometry.

Atoms and positions in Å:
H: 0.8999 1.8434 -0.9452
O: 1.0072 0.1877 0.6194
C: 0.7534 0.7623 -0.7366
C: -1.1767 -0.6720 0.2344
H: 0.0774 -0.9940 2.0136
S: -0.8340 0.1432 -1.1775
C: -0.0868 -0.3735 1.0147
H: 1.4018 0.4966 -1.4292
H: -2.0421 -1.3936 0.4066

Lowest unoccupied orbital energy   0.869 eV
E   -16055.5780 eV
Relative energy (zero: lowest compared OMol25 entry of this formula, charge and spin)   244.3 kJ/mol
Orbital gap   0.3005 Eh

Per-atom Mulliken charges, elementary charge units: H 0.3017; O -0.2983; C -0.2783; C -0.0511; H 0.2322; S -0.2310; C -0.2918; H 0.3094; H 0.3072